# 1
123
Properties=species:S:1:pos:R:3:forces:R:3:mulliken_charge:R:1 method="wB97M-V/def2-TZVPD" lumo_ev=-3.7 orbital_gap_ev=2.13 spin_multiplicity=1 e_homo_ev=-5.836 charge=0
C 8.897 -1.807 -2.383 -0.1 0.7 0.5 -1.452
C 7.647 -1.020 -1.971 -0.1 -0.9 -0.2 0.238
C 6.651 -0.844 -3.130 0.5 0.6 0.6 -0.921
C 5.772 0.402 -2.935 0.6 -0.1 0.6 -1.246
C 4.500 0.132 -2.110 0.7 0.7 -0.7 -0.075
C 3.314 0.909 -2.662 -0.1 -0.3 0.3 -0.749
C 1.976 0.540 -1.976 0.6 -0.1 -0.7 -0.603
C 0.888 0.300 -3.030 -0.1 0.3 0.3 -1.163
C -0.492 0.841 -2.660 0.3 0.3 -0.5 -0.283
C -1.412 0.905 -3.903 -0.2 0.0 0.5 -1.678
C -2.750 0.175 -3.748 0.7 0.8 0.0 2.335
C -2.545 -1.282 -3.389 0.1 0.0 0.4 -2.131
C -3.575 0.964 -2.711 -0.4 -0.7 -0.2 -1.343
C -4.537 0.149 -1.844 -0.6 0.7 -0.1 -0.866
C -5.781 -0.325 -2.630 0.3 -0.1 0.9 -0.411
C -7.079 0.039 -1.960 -0.3 -0.3 -0.6 -0.731
O -7.232 -0.628 -0.675 0.0 0.2 -0.2 -0.278
C -8.502 -0.539 -0.270 -0.3 0.2 0.4 0.768
C -9.463 -1.594 -0.705 0.1 -0.4 0.2 -1.122
O -8.864 0.388 0.439 0.2 0.1 -0.2 -0.468
O -3.455 0.372 -5.041 0.1 -0.4 0.2 -0.431
C -3.774 -0.738 -5.731 -0.6 -0.3 -0.1 0.065
O -4.892 -1.164 -5.752 -0.3 0.0 -0.1 -0.494
H 8.647 -2.739 -2.885 0.1 -0.1 -0.1 0.336
H 9.508 -1.992 -1.496 0.0 -0.3 0.0 0.277
H 9.510 -1.164 -3.018 0.0 -0.2 -0.3 0.395
H 7.973 -0.065 -1.560 -0.1 0.1 0.0 0.322
H 7.146 -1.586 -1.180 0.0 0.2 0.2 -0.086
H 6.017 -1.725 -3.195 0.1 -0.1 -0.3 0.464
H 7.244 -0.757 -4.041 -0.3 0.0 -0.2 0.357
H 6.414 1.117 -2.400 -0.2 0.2 0.0 0.498
H 5.529 0.859 -3.893 -0.1 -0.1 -0.1 0.678
H 4.708 0.438 -1.082 -0.2 -0.4 0.2 -0.144
H 4.309 -0.938 -2.197 -0.3 0.0 0.3 0.373
H 3.279 0.651 -3.721 -0.1 0.1 -0.1 0.316
H 3.498 1.985 -2.587 0.0 0.0 0.0 0.187
H 2.179 -0.376 -1.419 -0.3 0.1 0.3 0.426
H 1.702 1.343 -1.290 -0.2 -0.1 0.2 0.452
H 0.850 -0.756 -3.306 -0.1 0.0 0.0 0.159
H 1.189 0.831 -3.935 0.0 0.0 -0.1 0.417
H -0.326 1.868 -2.328 -0.1 0.0 0.2 0.337
H -0.941 0.319 -1.813 0.0 -0.1 0.0 0.437
H -0.869 0.543 -4.775 -0.1 -0.1 -0.1 0.622
H -1.677 1.951 -4.064 0.1 0.0 -0.3 0.301
H -1.871 -1.797 -4.072 -0.1 0.0 -0.2 0.538
H -2.051 -1.302 -2.419 0.1 0.0 0.0 0.431
H -3.475 -1.831 -3.249 0.0 -0.1 -0.3 0.518
H -4.200 1.648 -3.293 0.1 0.2 -0.1 0.261
H -2.944 1.595 -2.099 0.3 -0.3 0.1 0.439
H -4.069 -0.669 -1.302 0.1 -0.1 -0.1 0.378
H -4.909 0.832 -1.073 0.2 0.0 0.2 0.551
H -5.761 -1.409 -2.734 -0.1 0.0 -0.4 0.229
H -5.826 0.156 -3.607 0.1 -0.3 -0.2 0.387
H -7.197 1.120 -1.828 0.1 0.0 0.3 0.032
H -7.899 -0.294 -2.605 -0.1 0.0 0.0 0.563
H -8.966 -2.475 -1.099 0.1 0.1 -0.2 0.362
H -10.140 -1.169 -1.445 0.0 0.0 -0.1 0.309
H -10.067 -1.889 0.153 -0.1 0.1 0.0 0.394
H -2.998 -1.241 -6.320 0.4 0.3 0.1 0.468
C -12.424 4.794 0.553 -0.1 0.0 0.1 -1.006
S -10.992 4.687 -0.513 -0.1 0.0 0.2 0.509
O -11.471 4.396 -1.891 0.0 0.0 -0.1 -0.631
C -10.350 3.135 0.147 -0.1 0.1 -0.8 -0.432
H -12.982 5.684 0.265 0.1 0.0 -0.1 0.373
H -13.045 3.909 0.425 0.0 0.0 0.0 0.325
H -12.095 4.882 1.590 0.0 0.0 0.0 0.352
H -11.109 2.328 0.047 -0.1 0.3 -0.2 0.478
H -10.072 3.291 1.208 0.1 1.9 -0.9 0.103
H -9.457 2.863 -0.423 0.0 -0.1 0.0 -0.266
C 6.007 -0.729 1.339 0.1 -0.1 -0.1 0.979
O 6.405 -1.786 1.824 0.0 -0.1 -0.4 -0.516
O 6.746 0.205 0.933 -0.1 0.0 0.0 -0.352
O 4.799 -0.417 1.165 0.1 0.0 -0.1 -0.397
O -14.559 4.011 -2.775 0.1 0.0 0.1 -0.639
H -13.660 4.128 -2.442 0.1 0.0 -0.1 0.339
H -14.450 3.465 -3.559 -0.1 0.0 0.0 0.303
C 4.498 -2.430 5.874 -0.3 -0.6 -0.1 -0.915
C 4.972 -1.284 4.962 -0.2 0.3 0.5 0.991
C 6.474 -1.205 4.662 0.5 0.1 -0.3 -0.005
F 7.187 -0.999 5.790 -0.2 -0.1 0.2 -0.230
F 6.733 -0.153 3.846 -0.3 0.2 0.3 -0.268
F 4.536 -0.103 5.464 0.1 0.0 0.0 -0.296
F 4.337 -1.464 3.777 0.1 -0.1 -0.1 -0.277
O 4.266 -2.138 7.246 0.2 0.5 -0.1 -0.406
C 5.263 -2.202 8.181 -0.2 -0.4 -0.4 0.820
C 5.506 -0.838 8.837 0.0 0.2 0.2 0.184
F 5.878 0.076 7.924 0.0 0.0 -0.1 -0.208
F 6.498 -0.954 9.749 0.0 -0.1 0.0 -0.261
F 6.393 -2.724 7.681 0.1 0.1 0.1 -0.279
F 4.840 -3.039 9.159 0.0 0.0 0.1 -0.312
H 3.511 -2.691 5.497 0.0 0.1 0.0 0.453
H 5.111 -3.322 5.749 0.2 0.1 0.0 0.343
H 6.838 -2.106 4.167 -0.1 -0.1 0.0 0.375
H 4.597 -0.493 9.334 0.0 -0.1 0.0 0.237
C -5.124 3.637 -1.411 0.0 -0.3 -0.1 0.353
O -3.995 3.353 -1.125 0.0 0.4 0.2 -0.562
N -5.950 4.415 -0.655 0.0 0.3 -0.4 0.278
C -7.306 4.684 -1.057 0.6 0.1 0.2 -1.909
C -5.447 4.970 0.602 0.1 -0.1 0.0 -1.053
H -5.612 3.260 -2.340 0.0 0.0 0.0 0.294
H -7.456 5.777 -1.160 -0.4 0.0 0.3 0.748
H -7.999 4.305 -0.307 -0.2 0.3 -0.2 0.029
H -7.523 4.180 -2.011 -0.1 -0.3 0.1 0.917
H -4.582 5.603 0.406 0.0 0.0 0.0 0.338
H -5.138 4.161 1.261 0.0 0.0 0.0 0.311
H -6.228 5.553 1.084 0.0 0.0 0.0 0.403
Ca -10.149 1.594 1.987 0.1 -2.4 1.9 0.145
C 10.214 -2.120 2.111 0.0 0.0 0.0 -0.709
C 10.077 -2.639 3.467 0.0 0.0 0.1 0.355
N 9.983 -3.053 4.535 0.0 0.1 0.0 -0.475
H 9.533 -2.637 1.438 0.0 0.0 0.0 0.177
H 9.985 -1.057 2.094 0.0 0.0 0.0 0.316
H 11.237 -2.274 1.772 0.0 0.0 0.0 0.391
Li -6.841 5.773 -3.000 0.2 0.0 -0.1 0.862
Cl 4.524 -0.700 -5.397 -0.4 -0.2 -0.6 -0.598
Cl 10.900 -8.923 4.615 0.0 0.0 0.0 -0.197
C 11.810 -7.388 4.615 0.1 0.0 0.0 -0.469
C 10.911 -6.186 4.500 0.0 0.1 0.1 -0.408
Cl 10.136 -6.074 2.900 0.0 -0.1 -0.1 -0.186
H 12.527 -7.427 3.799 -0.1 0.0 0.0 0.335
H 12.356 -7.345 5.555 0.0 0.0 0.0 0.312
H 11.490 -5.275 4.634 0.0 0.0 0.0 0.285
H 10.124 -6.200 5.250 0.0 0.0 0.0 0.307

# 2
90
Properties=species:S:1:pos:R:3:forces:R:3:mulliken_charge:R:1 method="wB97M-V/def2-TZVPD" e_above_lowest_kcal_mol=70.2 lumo_ev="-1.4 / -1.3" orbital_gap_ev="5.25 / 5.19" spin_multiplicity=2 s_squared=0.772 e_homo_ev="-6.637 / -6.488" charge=0
Mo 1.853 0.397 1.171 0.0 0.2 -0.8 -1.602
F 6.792 2.596 0.119 0.0 0.1 0.0 -0.242
C 6.888 1.315 0.527 0.1 0.0 -0.1 0.478
F 7.048 1.361 1.860 0.0 0.0 0.1 -0.239
F 8.049 0.843 0.019 0.1 0.0 0.0 -0.322
C 5.737 0.477 0.093 -0.1 -0.2 -0.1 0.107
C 5.924 -0.644 -0.813 0.0 0.1 0.0 -0.334
C 4.914 -1.403 -1.247 0.1 -0.1 0.0 -1.601
C 3.510 -1.128 -0.845 -0.1 0.0 0.2 0.937
N 3.422 -0.082 0.137 -0.2 0.1 -0.2 0.569
C 4.486 0.699 0.554 -0.1 0.2 0.0 0.649
S 3.856 1.865 1.695 -0.3 -0.1 0.0 -0.348
H 6.931 -0.862 -1.145 0.0 0.0 0.0 0.468
H 5.075 -2.240 -1.914 0.0 0.0 0.0 0.439
H 2.879 -0.872 -1.706 -0.1 0.0 0.0 -0.030
C 3.143 4.339 -2.505 0.0 0.0 0.0 -0.710
C 2.702 5.263 -1.561 0.0 0.0 0.0 -0.522
C 1.839 4.876 -0.553 0.0 0.0 0.0 -0.402
C 1.418 3.545 -0.453 0.3 0.0 -0.2 -0.002
C 1.810 2.636 -1.451 -0.1 0.0 0.2 0.892
C 2.674 3.031 -2.455 0.0 0.1 0.0 -0.982
N 0.661 3.219 0.661 -1.2 -1.3 -0.5 -1.620
N 0.484 1.915 0.796 2.3 0.9 1.3 2.270
C -0.095 1.490 2.019 -0.6 0.1 0.1 0.251
C 0.096 2.171 3.232 -0.1 0.2 -0.1 -1.058
C -0.318 1.608 4.413 0.0 0.1 0.0 -0.830
C -0.941 0.355 4.424 -0.1 0.0 -0.1 -1.030
C -1.177 -0.307 3.242 0.0 0.0 0.0 -1.086
C -0.756 0.251 2.025 0.1 0.2 -0.3 1.717
H 3.838 4.637 -3.279 0.0 0.0 0.0 0.441
H 3.047 6.288 -1.608 0.0 0.0 0.0 0.395
H 1.507 5.575 0.204 0.0 0.0 0.0 0.474
H 1.406 1.630 -1.455 0.1 0.0 0.0 -0.280
H 2.990 2.315 -3.205 0.0 0.0 0.0 0.434
H 0.597 3.129 3.197 0.0 0.0 0.0 0.559
H -0.135 2.125 5.345 0.0 0.0 0.0 0.448
H -1.238 -0.099 5.360 0.0 0.0 0.0 0.437
H -1.689 -1.263 3.254 0.0 0.0 0.0 0.382
S 1.872 -2.122 5.157 0.0 0.1 -0.1 -0.389
C 1.983 -1.236 3.833 0.0 -0.1 0.1 0.593
N 2.059 -0.588 2.849 -0.1 -0.3 0.5 -0.450
C -7.797 0.043 0.316 0.1 0.0 0.0 -1.612
C -6.295 -0.056 0.318 -0.1 0.0 0.0 0.570
C -5.512 0.827 1.037 0.0 0.0 0.0 -0.677
C -4.117 0.756 1.060 0.0 0.1 0.0 1.524
C -3.431 1.835 1.864 0.0 -0.1 0.0 -1.752
C -3.478 -0.256 0.330 -0.1 -0.2 0.1 -0.269
Te -1.399 -0.926 0.378 -0.3 0.1 -0.1 0.869
N 0.997 -1.284 0.348 0.1 -0.5 -0.2 1.186
C 1.644 -2.335 0.040 -0.2 0.1 0.1 0.093
O 2.934 -2.372 -0.341 0.3 0.1 -0.1 -0.346
C 1.056 -3.706 0.052 0.0 0.1 -0.1 -0.231
C 0.172 -4.068 1.063 0.0 0.0 0.1 0.123
C -0.417 -5.323 1.057 0.0 0.0 0.0 -0.897
C -0.135 -6.216 0.031 0.0 0.0 0.0 -0.471
C 0.762 -5.865 -0.970 0.0 0.0 0.0 -0.749
C 1.369 -4.618 -0.951 0.0 0.0 0.0 -0.440
C -0.913 -0.192 -1.556 0.0 0.2 0.0 0.775
C -0.302 -1.164 -2.348 0.0 0.0 0.0 -0.527
C 0.072 -0.876 -3.648 0.0 0.0 0.0 -0.822
C -0.170 0.392 -4.157 0.0 0.0 0.0 -0.940
C -0.810 1.340 -3.378 0.0 0.0 0.0 -0.631
C -1.212 1.075 -2.067 -0.1 0.0 0.1 0.659
C -1.943 2.147 -1.306 0.1 -0.2 -0.1 -1.003
C -4.266 -1.155 -0.428 0.1 0.0 0.0 0.609
C -3.673 -2.252 -1.290 0.0 0.1 0.1 -1.655
C -5.647 -1.035 -0.422 0.0 0.0 0.0 -0.878
H -8.138 0.884 0.919 0.0 0.0 0.0 0.360
H -8.246 -0.868 0.717 0.0 0.0 0.0 0.341
H -8.177 0.174 -0.699 0.0 0.0 0.0 0.355
H -5.993 1.620 1.602 0.0 0.0 0.0 0.359
H -4.023 2.749 1.825 0.0 0.0 0.0 0.523
H -2.442 2.072 1.495 0.0 0.0 0.0 0.027
H -3.335 1.548 2.914 0.0 0.0 0.0 0.395
H -0.006 -3.381 1.881 0.0 0.0 0.0 0.610
H -1.086 -5.610 1.858 0.0 0.0 0.0 0.449
H -0.606 -7.191 0.018 0.0 0.0 0.0 0.408
H 0.993 -6.567 -1.761 0.0 0.0 0.0 0.416
H 2.085 -4.339 -1.714 0.0 0.0 0.0 0.453
H -0.126 -2.157 -1.954 0.1 0.0 0.0 0.605
H 0.549 -1.635 -4.255 0.0 0.0 0.0 0.500
H 0.133 0.642 -5.166 0.0 0.0 0.0 0.425
H -1.010 2.323 -3.786 0.0 0.0 0.0 0.444
H -1.805 3.114 -1.789 0.0 0.0 0.0 0.509
H -1.575 2.228 -0.288 0.0 0.1 0.0 -0.305
H -3.011 1.929 -1.266 0.0 0.0 0.0 0.376
H -3.134 -2.999 -0.701 0.0 0.0 0.0 0.296
H -2.982 -1.852 -2.033 0.0 0.0 0.0 0.209
H -4.464 -2.772 -1.828 0.0 0.0 0.0 0.481
H -6.234 -1.730 -1.015 0.0 0.0 0.0 0.393

# 3
32
Properties=species:S:1:pos:R:3:forces:R:3:mulliken_charge:R:1 method="wB97M-V/def2-TZVPD" e_above_lowest_kcal_mol=0.0 lumo_ev=-0.9 orbital_gap_ev=7.75 spin_multiplicity=1 e_homo_ev=-8.603 charge=0
Bi 0.313 -0.255 -0.311 -0.1 0.0 -0.1 1.308
N -0.055 -4.261 0.581 0.0 0.0 0.0 -0.658
C 0.212 -3.017 0.622 0.0 0.1 0.0 0.713
O -0.624 -2.073 0.177 0.0 -0.1 0.1 -0.726
C 1.513 -2.513 1.206 0.0 0.0 0.0 -0.359
C 2.107 -1.372 0.385 0.0 0.0 0.0 -1.102
H -0.982 -4.423 0.191 0.0 0.0 0.0 0.235
H 1.254 -5.154 -0.007 -0.1 0.0 0.0 0.413
H 2.207 -3.346 1.308 0.0 0.0 0.0 0.293
H 1.277 -2.157 2.213 0.0 0.0 0.0 0.316
H 2.641 -1.732 -0.494 0.0 0.0 0.0 0.302
H 2.756 -0.720 0.966 0.0 0.0 0.0 0.479
Se -0.172 1.629 4.364 0.0 0.0 0.0 -0.159
C -0.066 0.989 2.748 0.0 0.0 0.0 0.276
N 0.005 0.551 1.657 0.0 0.0 0.1 -0.855
N 0.802 0.055 -3.809 0.0 0.0 0.0 -0.458
C 0.997 -1.277 -3.444 0.1 0.0 0.0 0.672
C -0.093 -2.107 -3.172 0.0 0.0 0.0 -0.630
C 0.113 -3.411 -2.746 0.0 0.0 0.0 -0.422
C 1.400 -3.896 -2.583 0.0 0.0 0.0 0.058
C 2.493 -3.079 -2.855 0.0 0.0 0.0 -0.842
C 2.294 -1.776 -3.271 0.0 0.0 0.0 -0.488
S 1.655 -5.567 -2.064 0.1 0.0 0.1 1.297
O 2.810 -6.063 -2.738 0.0 0.0 0.0 -0.671
O 0.391 -6.230 -2.159 0.0 0.0 0.0 -0.642
O 2.059 -5.434 -0.559 0.0 0.0 0.0 -0.483
H -0.083 0.256 -4.249 0.0 0.0 0.0 0.238
H 1.571 0.480 -4.304 0.0 0.0 0.0 0.223
H -1.102 -1.739 -3.318 0.0 0.0 0.0 0.366
H -0.727 -4.064 -2.552 0.0 0.0 0.0 0.515
H 3.495 -3.477 -2.751 0.0 0.0 0.0 0.459
H 3.145 -1.140 -3.488 0.0 0.0 0.0 0.332

# 4
56
Properties=species:S:1:pos:R:3:forces:R:3:mulliken_charge:R:1 method="wB97M-V/def2-TZVPD" lumo_ev=-0.1 orbital_gap_ev=9.47 spin_multiplicity=1 e_homo_ev=-9.584 charge=0
Rb 0.125 0.187 0.224 0.0 0.2 -0.5 0.362
P 1.190 1.216 -3.867 0.3 -0.1 -1.1 1.504
F 2.076 1.845 -5.049 -0.3 0.3 0.1 -0.336
F -0.212 1.734 -4.519 0.4 0.0 0.1 -0.387
F 1.049 -0.153 -4.731 0.0 0.0 0.4 -0.386
F 0.354 0.538 -2.655 -0.4 -0.3 0.6 -0.418
F 2.565 0.657 -3.166 -0.5 0.2 0.0 -0.386
F 1.265 2.603 -3.026 0.3 -0.2 0.2 -0.379
C -0.797 3.486 1.711 -0.2 1.0 -0.4 -0.824
O -1.591 2.394 1.346 0.2 -1.2 0.4 -0.177
C -2.678 2.664 0.494 -0.2 0.7 0.0 -0.656
C -3.368 1.386 0.048 1.4 -0.3 0.0 -0.685
N -2.538 0.709 -0.970 -0.9 0.1 0.8 -0.036
C -3.148 -0.576 -1.335 0.7 0.6 -1.9 -0.929
C -2.217 -1.409 -2.207 0.4 -0.5 0.1 -0.703
O -1.137 -1.929 -1.435 -0.4 0.0 0.8 0.249
C -0.345 -2.887 -2.106 -0.5 0.2 -0.8 -0.873
H -1.396 4.270 2.193 0.0 -0.1 0.2 0.320
H -0.346 3.974 0.836 0.1 -0.2 -0.1 0.343
H 0.002 3.174 2.378 -0.1 -0.2 0.0 0.241
H -2.290 3.239 -0.360 -0.2 -0.1 -0.2 0.371
H -3.403 3.319 0.996 0.0 0.0 0.1 0.436
H -4.398 1.625 -0.240 0.0 -0.2 -0.2 0.345
H -3.363 0.647 0.853 -0.4 0.4 0.4 0.320
H -2.489 1.316 -1.783 0.2 -0.3 -0.2 0.172
H -4.005 -0.358 -1.987 -0.3 -0.3 0.2 0.385
H -3.485 -1.193 -0.505 0.1 0.4 0.4 0.379
H -1.757 -0.880 -3.047 -0.4 0.3 -0.1 0.375
H -2.827 -2.239 -2.588 0.2 -0.1 -0.1 0.434
H 0.253 -3.426 -1.375 0.1 0.1 0.0 0.225
H 0.263 -2.409 -2.880 0.3 0.0 0.2 0.261
H -0.981 -3.602 -2.642 -0.1 -0.1 0.2 0.300
C -1.706 -2.920 1.626 -0.4 -1.2 -0.2 -0.775
O -0.642 -2.041 1.871 0.2 0.2 0.6 0.046
C 0.158 -2.507 2.960 0.6 0.4 -0.4 -0.670
C 1.283 -1.522 3.278 -0.6 0.0 -0.9 -0.866
N 1.972 -1.087 2.045 -0.5 0.4 1.6 0.007
C 2.991 -0.116 2.438 1.9 -0.7 -1.7 -0.716
C 3.779 0.343 1.199 -1.3 0.7 0.3 -0.565
O 2.903 1.218 0.516 -0.2 0.1 -0.4 -0.133
C 3.506 1.930 -0.564 0.3 0.3 0.7 -0.799
H -2.250 -2.647 0.727 0.1 0.5 0.1 -0.029
H -2.391 -3.048 2.471 0.0 0.5 0.1 0.375
H -1.360 -3.945 1.426 0.3 0.1 0.0 0.351
H 0.624 -3.447 2.647 -0.2 -0.3 0.2 0.390
H -0.453 -2.618 3.857 -0.1 -0.4 0.0 0.385
H 1.997 -1.964 3.981 -0.2 -0.2 0.2 0.387
H 0.831 -0.658 3.770 0.2 0.2 -0.1 0.377
H 2.353 -1.909 1.590 0.4 0.2 0.0 0.124
H 3.792 -0.557 3.049 -0.4 0.0 0.7 0.386
H 2.567 0.774 2.896 -0.2 -0.2 0.2 0.291
H 4.010 -0.507 0.548 0.4 0.0 0.1 0.352
H 4.667 0.901 1.511 0.2 -0.2 -0.1 0.401
H 4.130 2.740 -0.163 0.1 -0.1 0.1 0.324
H 2.711 2.392 -1.139 0.0 -0.3 -0.3 0.153
H 4.152 1.273 -1.145 -0.3 0.0 -0.3 0.356